{
  "formula": "C5H8N5O2",
  "method": "ωB97M-V/def2-TZVPD",
  "e_tot_ev": -16849.191,
  "relative_energy_kcal_mol": 38.3,
  "total_charge": 1,
  "smiles": "[NH2+]=c1nc[nH]cc([O-])n(O)c[nH+]1",
  "elements": ["N", "C", "N", "C", "N", "C", "C", "O", "N", "O", "C", "N", "H", "H", "H", "H", "H", "H", "H", "H"],
  "xyz": [[-0.747, -1.363, 1.993], [0.070, -0.545, 1.392], [-0.042, 0.769, 1.603], [-0.407, 1.825, 0.943], [-1.018, 1.721, -0.233], [-1.288, 0.445, -0.735], [-0.440, -0.444, -1.311], [-0.626, -1.545, -1.802], [0.993, -0.155, -1.290], [1.499, 0.302, -2.497], [1.793, -0.555, -0.351], [1.250, -0.998, 0.841], [-0.591, -2.307, 1.748], [-1.572, -0.870, 2.184], [-0.227, 2.754, 1.419], [-1.800, 2.347, -0.370], [-2.436, 0.261, -0.807], [0.927, 0.782, -3.101], [2.945, -0.555, -0.625], [1.717, -1.870, 0.999]]
}


{
  "formula": "C5H8NO",
  "method": "ωB97M-V/def2-TZVPD",
  "e_tot_ev": -8848.024,
  "relative_energy_kcal_mol": 74.1,
  "total_charge": -1,
  "elements": ["C", "C", "C", "C", "C", "N", "O", "H", "H", "H", "H", "H", "H", "H", "H"],
  "xyz": [[-1.533, 0.592, -2.801], [-0.366, 0.872, -2.295], [0.338, -1.667, 2.232], [0.547, 1.213, -1.510], [0.762, -0.389, 1.387], [0.431, 0.702, 1.965], [0.361, 1.835, 1.182], [-2.052, 1.254, -3.563], [0.591, -1.523, 3.317], [-0.746, -1.856, 2.225], [0.740, -2.596, 1.879], [0.362, 1.726, -0.535], [1.503, 0.792, -1.466], [-1.963, -0.284, -2.365], [1.024, -0.671, 0.349]]
}